[1]
{
  "formula": "C18H44F6N5O8PbS2",
  "method": "ωB97M-V/def2-TZVPD",
  "max_force_ev_per_a": 8.53,
  "relative_energy_ev": 5.3593,
  "gap_ev": 9.27,
  "e_lumo_ev": -2.08,
  "charge": 1,
  "e_tot_ev": -86421.7025,
  "symbols": ["Pb", "S", "S", "F", "F", "F", "F", "F", "F", "O", "O", "O", "O", "O", "O", "O", "O", "N", "N", "N", "N", "N", "C", "C", "C", "C", "C", "C", "C", "C", "C", "C", "C", "C", "C", "C", "C", "C", "C", "C", "H", "H", "H", "H", "H", "H", "H", "H", "H", "H", "H", "H", "H", "H", "H", "H", "H", "H", "H", "H", "H", "H", "H", "H", "H", "H", "H", "H", "H", "H", "H", "H", "H", "H", "H", "H", "H", "H", "H", "H", "H", "H", "H", "H"],
  "positions_angstrom": [[13.8033, 9.1994, 29.6917], [14.4597, 5.9686, 28.4589], [15.1240, 7.7457, 26.6441], [16.5990, 4.4777, 27.9648], [16.5981, 5.1012, 30.0587], [12.5190, 6.9913, 25.8951], [17.2502, 6.4392, 28.4549], [14.1097, 7.1015, 24.3032], [13.0947, 8.8490, 24.9886], [11.5652, 8.4895, 28.8083], [9.2865, 9.1786, 32.6244], [15.5012, 8.2380, 31.2516], [16.0058, 6.6768, 26.1167], [13.8816, 5.9455, 29.7612], [15.8071, 9.0640, 26.4344], [13.9615, 5.0234, 27.4394], [16.1427, 12.4677, 31.5019], [13.3753, 11.5753, 31.4016], [12.1143, 8.8586, 31.6357], [14.5032, 7.6469, 28.0359], [15.9196, 10.6256, 29.5912], [12.9296, 10.5331, 27.5606], [17.1349, 13.1714, 32.2095], [9.8799, 7.8856, 32.3274], [11.0758, 11.4527, 26.6100], [16.7584, 8.8865, 31.2722], [18.1490, 10.0203, 29.3528], [7.8361, 9.2756, 32.5468], [11.9399, 7.9399, 33.6740], [16.8020, 9.4537, 29.7487], [10.9305, 9.1855, 27.8131], [11.0631, 7.1104, 28.8379], [13.5629, 7.6485, 25.3919], [11.5369, 10.6353, 27.7861], [11.4206, 7.8098, 32.2989], [15.0086, 13.3475, 31.1566], [13.7301, 12.6808, 30.5560], [15.4048, 7.2568, 32.2989], [16.3410, 5.4308, 28.7730], [12.6316, 13.7376, 30.4296], [16.3152, 11.1392, 30.3656], [18.4025, 10.9178, 29.9171], [11.1865, 11.0749, 25.5936], [14.0991, 11.5386, 32.1051], [11.5242, 6.4775, 29.5961], [11.1166, 6.7335, 27.8166], [19.0240, 9.4412, 29.6479], [16.2728, 11.2174, 28.8528], [17.5597, 8.1476, 31.2684], [11.8466, 8.9649, 34.0329], [12.5022, 11.8369, 31.8368], [11.3964, 11.1130, 28.7557], [16.4618, 8.7681, 28.9726], [11.7259, 6.8479, 31.8870], [15.4512, 7.6853, 33.3001], [11.2860, 9.3091, 31.2736], [15.2342, 14.1843, 30.4955], [9.9896, 7.0698, 29.0224], [14.6406, 13.8386, 32.0575], [11.3572, 7.4282, 34.4400], [11.1635, 8.6961, 26.8674], [10.0003, 11.5814, 26.7323], [7.4082, 8.5441, 33.2322], [9.5263, 7.0069, 32.8667], [14.0437, 12.4585, 29.5361], [14.4679, 6.7031, 32.3600], [13.1143, 10.0130, 26.7148], [9.8569, 9.1552, 27.9990], [9.4756, 7.6638, 31.3397], [12.2746, 9.3976, 32.4748], [17.8947, 12.4889, 32.5904], [16.1976, 6.5131, 32.2193], [11.8115, 13.2719, 29.8830], [7.5194, 8.9776, 31.5474], [18.2429, 10.3155, 28.3078], [16.9631, 9.6459, 32.0268], [12.9694, 14.6737, 29.9849], [12.2593, 14.0268, 31.4123], [11.5262, 12.4419, 26.6910], [13.2257, 11.4830, 27.3870], [16.7930, 13.8134, 33.0212], [7.3246, 10.1997, 32.8164], [17.5766, 13.7708, 31.4135], [12.9016, 7.4667, 33.8727]],
  "forces_ev_per_a": [[-0.4, 1.2, 0.6], [0.3, -1.6, -1.4], [4.5, 2.1, -6.9], [-0.1, -1.6, -0.3], [-0.9, 0.2, -1.1], [0.6, -0.3, -0.4], [-1.5, -0.7, 1.0], [-1.0, -0.4, 0.7], [0.1, 0.1, 0.5], [-0.2, -2.4, 1.6], [0.6, 0.4, 0.9], [-0.1, -0.9, 2.2], [-2.6, 1.2, 1.8], [-0.5, 0.4, 0.8], [-2.6, -1.9, 1.1], [1.0, 2.6, 2.1], [-2.6, 0.6, 0.2], [-0.5, -0.3, -0.5], [-1.3, 1.2, -0.4], [-0.2, -4.1, 1.5], [0.0, 0.0, 1.1], [2.4, -0.6, 1.0], [0.9, 0.6, -0.9], [-1.4, 0.1, -1.8], [-2.6, 0.9, 0.6], [0.4, 0.0, -4.3], [1.8, -0.2, 0.8], [0.4, -2.0, -0.1], [-0.4, -1.7, 3.3], [1.2, 0.9, 0.0], [0.1, 1.9, -0.9], [-0.6, 0.5, -0.5], [1.9, 0.5, -0.3], [-1.2, -1.6, -1.3], [-0.8, -1.6, 1.4], [-0.6, 0.3, 0.3], [2.3, 1.7, -0.2], [-0.1, -0.4, 0.8], [1.3, 2.5, -0.1], [0.1, -0.4, 0.6], [-1.1, 0.9, 0.5], [-0.6, 0.5, 0.2], [0.6, -0.5, 0.3], [-0.1, -0.5, 0.4], [0.5, 0.4, -0.4], [0.6, -0.4, 0.1], [-0.1, -0.8, -0.5], [-0.2, -0.3, -0.9], [0.0, -0.2, 0.4], [0.5, 0.2, 0.0], [-0.2, -0.4, 0.4], [-0.4, 0.2, 0.0], [0.5, -0.8, 0.7], [-0.5, -0.3, -0.1], [0.4, 0.6, 0.0], [0.3, 1.2, -1.2], [0.9, -0.2, -0.2], [-0.2, 0.6, 0.3], [0.3, -0.1, 0.6], [-0.5, -0.4, -0.2], [-0.3, 0.1, -0.4], [-0.3, 0.4, -0.3], [0.0, -0.2, 0.1], [-0.2, 0.4, 1.0], [-0.3, -0.9, -0.2], [-0.2, 0.3, -1.0], [0.1, 0.0, -0.3], [-0.2, 0.4, -0.2], [0.3, -0.2, -0.6], [0.9, 1.2, -0.8], [-0.2, -0.2, -0.1], [0.1, 0.1, -0.2], [-0.1, 0.4, -0.2], [-0.1, 0.1, -0.2], [-0.3, -0.4, -0.1], [-0.6, 0.1, 0.1], [0.0, -0.3, -0.4], [-0.1, -0.1, 0.2], [0.0, 0.1, -0.2], [0.7, 0.0, 0.0], [-0.4, -0.1, 0.0], [1.2, 0.5, -0.1], [0.6, 0.6, 0.5], [0.4, 0.7, -0.5]]
}

---

[2]
{
  "formula": "C18H45BF4N3Na3O6",
  "method": "ωB97M-V/def2-TZVPD",
  "max_force_ev_per_a": 5.97,
  "relative_energy_ev": 3.3695,
  "gap_ev": 4.18,
  "e_lumo_ev": -8.57,
  "charge": 2,
  "e_tot_ev": -60929.8435,
  "symbols": ["Na", "Na", "Na", "F", "F", "F", "F", "O", "O", "O", "O", "O", "O", "N", "N", "N", "C", "C", "C", "C", "C", "C", "C", "C", "C", "C", "C", "C", "C", "C", "C", "C", "C", "C", "B", "H", "H", "H", "H", "H", "H", "H", "H", "H", "H", "H", "H", "H", "H", "H", "H", "H", "H", "H", "H", "H", "H", "H", "H", "H", "H", "H", "H", "H", "H", "H", "H", "H", "H", "H", "H", "H", "H", "H", "H", "H", "H", "H", "H", "H"],
  "positions_angstrom": [[0.8288, -1.1986, 2.0912], [-0.3004, 0.9852, 2.7470], [-1.8806, -1.5286, 1.8201], [-0.1198, -2.2827, 0.8039], [-0.7051, -0.1666, 1.1589], [-1.3936, -1.2685, -0.6187], [0.8464, -0.6436, -0.4416], [-1.1006, -4.3095, 2.9307], [-1.9495, 0.4038, -3.8187], [3.7509, 2.5650, -1.7748], [5.0827, 1.5922, 1.4446], [-0.9107, 2.3786, 1.1772], [-3.8946, -0.0536, 1.0293], [1.8942, 0.2230, -3.8737], [-3.6327, -2.5566, 2.5802], [2.0342, 1.7344, 0.7713], [-0.5605, 0.7499, -3.5181], [-2.1749, -4.1429, 3.8886], [4.5523, 3.7350, -1.8059], [-3.5668, -3.8987, 3.1666], [-1.0705, -5.5569, 2.2664], [-2.4773, -0.5761, -3.0813], [0.0799, 3.2355, 0.5708], [3.4338, 1.9745, -3.0076], [-3.6669, -0.6185, -0.2565], [0.5509, -0.3062, -3.7831], [-5.0540, -0.6473, 1.7186], [4.3824, 1.7975, 0.1875], [1.1516, 2.4293, -0.1460], [3.1040, 0.9585, 0.1991], [2.4250, 0.8457, -2.6405], [-1.9801, 1.9350, 0.3013], [6.1764, 2.4497, 1.7206], [-4.9436, -2.1962, 2.1221], [-0.2882, -1.0595, 0.1794], [-2.8587, -0.0421, -0.7065], [-1.9504, -5.9539, 1.7602], [-0.1846, -5.5707, 1.6315], [4.2427, 2.8569, -0.0275], [-5.9402, -0.2262, 1.2438], [-2.2780, -5.0079, 4.5438], [-4.9284, -0.1114, 2.6595], [-0.5983, 1.0711, -2.4771], [5.5243, 3.5865, -1.3354], [5.0605, 1.4622, -0.5973], [-1.9330, -3.2990, 4.5348], [-0.9260, -6.2890, 3.0609], [-3.0648, -1.5092, -0.0769], [-0.3913, 4.0385, 0.0042], [0.5643, -1.0129, -2.9533], [7.0283, 2.0282, 1.1871], [-1.9041, -1.4927, -3.2203], [-3.4285, -1.9260, 3.3423], [2.5183, -0.4693, -4.2626], [-5.5789, -2.4343, 2.9752], [0.4685, 3.8672, 1.3696], [2.9753, 0.1142, -2.0487], [0.7189, 1.7375, -0.8686], [3.1761, 0.0929, 0.8577], [-0.4637, 1.5947, -4.2000], [1.6267, 1.2927, -2.0480], [-4.5305, -0.8219, -0.8898], [2.9017, 0.6213, -0.8175], [4.0571, 4.4513, -1.1504], [4.2217, 1.5057, -3.5972], [6.2954, 2.6317, 2.7887], [-3.4771, -0.6904, -3.5003], [-2.5271, 2.7670, -0.1421], [4.5703, 4.2421, -2.7706], [-3.8204, -4.7356, 2.5158], [6.0412, 3.4531, 1.3170], [1.6706, 1.0752, 1.4446], [-2.6521, -0.5821, -2.0054], [1.6945, 3.1855, -0.7131], [-2.7840, 1.3231, 0.7104], [2.9685, 2.7038, -3.6708], [-4.3317, -4.0324, 3.9316], [-1.6728, 1.2322, -0.4732], [0.3906, -0.8291, -4.7260], [-5.1135, -2.8809, 1.2911]],
  "forces_ev_per_a": [[3.4, -0.8, 1.7], [-0.2, 2.4, 0.9], [-2.4, -1.9, 0.2], [0.4, -1.8, 0.6], [0.7, 1.9, 1.3], [2.6, 0.0, -0.2], [-0.2, 0.0, 0.7], [-1.1, 1.6, 0.4], [2.5, 2.2, -0.5], [0.0, 0.8, -2.5], [-1.4, 0.1, 0.5], [-1.1, -0.4, 0.0], [-1.5, -1.6, 0.5], [0.1, 1.6, 0.3], [1.3, -0.2, 0.2], [-0.2, 0.6, 0.7], [-1.0, 0.1, -1.0], [-1.0, -0.4, -1.8], [-0.7, 0.9, 0.2], [0.9, -0.6, 1.6], [0.7, -1.3, 1.1], [-1.7, -3.2, 0.0], [-0.2, 0.2, 0.3], [-1.5, -0.7, -0.3], [0.8, -0.4, 0.9], [-0.3, -0.3, 0.4], [1.7, 0.2, 1.3], [2.1, -1.1, 1.9], [-0.9, 0.7, 0.6], [1.5, 0.8, -0.1], [0.4, 0.0, -2.6], [-0.3, 0.4, -0.8], [-0.3, 0.2, -1.1], [-0.7, 0.8, -1.3], [-0.7, -1.2, -5.8], [-1.7, 0.6, 0.2], [-0.3, 0.9, -0.4], [-0.3, 0.1, -0.1], [-0.3, -0.5, 1.6], [-0.2, -0.9, -0.1], [0.1, -0.2, -0.1], [-0.6, 0.0, 0.3], [0.5, 0.2, 0.2], [0.3, -0.2, -0.6], [0.1, -0.3, 0.1], [0.2, 0.2, -0.1], [0.3, -0.4, 0.0], [-1.6, -0.7, -0.4], [-0.3, -0.6, -0.8], [-0.6, -0.6, 0.0], [0.5, 0.1, 0.6], [-0.1, -0.6, -0.2], [-0.2, 0.1, 0.8], [0.0, 0.1, 0.1], [-1.0, 0.4, -0.5], [0.5, -0.6, 0.4], [-0.2, -0.4, -0.7], [-0.5, 0.3, 0.2], [0.8, -0.3, -0.1], [0.7, 0.2, 0.3], [0.3, -0.5, -0.7], [-0.1, 0.4, 0.2], [0.1, 0.2, 1.8], [-0.1, 0.2, 0.1], [0.7, 0.2, 0.4], [0.2, -0.7, 0.0], [-0.2, -0.5, -0.1], [0.5, 0.3, -0.1], [0.3, -0.5, -0.2], [0.4, 0.4, -0.7], [-0.3, 0.2, -0.3], [-1.2, 0.5, 0.1], [0.8, 1.3, -1.1], [0.5, -0.3, 0.0], [0.7, 0.8, 1.5], [-0.3, 0.0, -0.1], [-0.2, 0.3, 0.4], [0.9, 0.8, -0.4], [-0.5, 0.0, 0.1], [-0.6, 0.2, -0.1]]
}

---

[3]
{
  "formula": "C18H45BF4N3NaO10P",
  "method": "ωB97M-V/def2-TZVPD",
  "max_force_ev_per_a": 3.33,
  "gap_ev": [5.17, 4.94],
  "e_lumo_ev": [3.55, 3.55],
  "s_squared": 0.764,
  "charge": -2,
  "spin_multiplicity": 2,
  "e_tot_ev": -69597.5983,
  "symbols": ["P", "Na", "F", "F", "F", "F", "O", "O", "O", "O", "O", "O", "O", "O", "O", "O", "N", "N", "N", "C", "C", "C", "C", "C", "C", "C", "C", "C", "C", "C", "C", "C", "C", "C", "C", "C", "C", "B", "H", "H", "H", "H", "H", "H", "H", "H", "H", "H", "H", "H", "H", "H", "H", "H", "H", "H", "H", "H", "H", "H", "H", "H", "H", "H", "H", "H", "H", "H", "H", "H", "H", "H", "H", "H", "H", "H", "H", "H", "H", "H", "H", "H", "H"],
  "positions_angstrom": [[-2.2393, -0.0191, -1.4265], [0.2499, -0.1446, 0.0868], [-0.0052, 2.7898, 3.1371], [-1.8619, 3.3417, 1.9474], [0.1985, 4.1445, 1.3739], [-0.4018, 1.9854, 1.1019], [-5.7025, 2.2573, 3.9619], [-0.9558, 0.8975, -1.5237], [-1.8391, -1.1936, -0.4595], [1.6381, -1.2112, 2.0460], [3.3010, -1.8287, -2.5094], [-1.8608, -0.2419, 5.7882], [-2.6540, -0.6788, -2.7723], [-3.4204, 0.7308, -0.7673], [-1.7661, -2.0459, -7.1938], [5.1613, 1.4833, -1.3328], [-0.3021, -1.7788, -3.6759], [-2.5168, 0.7814, 2.8720], [2.6482, 0.6632, -0.0105], [-2.7980, -2.7051, -7.8738], [-0.9707, 0.1051, 4.7250], [2.1813, -2.2435, -3.3352], [2.9034, -0.5130, 2.1688], [-3.7729, 0.8695, 3.6676], [-6.5287, 3.3983, 3.6723], [4.4735, -2.6102, -2.8670], [-1.5709, -0.1843, 3.3228], [-1.2436, -0.1907, 7.0779], [2.9330, 0.8464, 1.4088], [4.9345, 1.0673, -2.6840], [0.9186, -1.3699, -2.9969], [1.4915, -2.3811, 2.7589], [-0.3036, -1.6736, -5.1284], [-4.5703, 2.1235, 3.1032], [2.8252, 1.8838, -0.7076], [-1.5464, -2.3554, -5.7739], [4.1671, 2.4391, -0.9221], [-0.5472, 3.0900, 1.8717], [2.2888, -3.0308, 2.3980], [-7.3776, 3.4735, 4.3519], [3.9574, 1.1998, 1.5257], [-0.8569, -0.4251, 2.5353], [0.7429, -1.3882, -1.9213], [0.0082, -0.3629, 4.8291], [5.7026, 0.4793, -3.1863], [-0.9776, -1.0769, -3.4090], [-1.5512, -3.4151, -5.5186], [4.1493, -3.6400, -2.7167], [-4.4311, 0.0100, 3.5407], [-0.4938, -0.9623, 7.2525], [2.4312, 1.6995, -1.7070], [3.2729, -0.1023, -0.2199], [-5.8467, 4.2485, 3.6688], [4.5486, 2.9485, -0.0372], [-1.9134, -0.3663, 7.9197], [-4.9996, 1.9804, 2.1115], [-2.8612, -2.3459, -8.9010], [4.0672, 3.2919, -1.5936], [2.2452, 1.5366, 1.8973], [4.9434, -2.4321, -3.8343], [3.7259, -1.1162, 1.7842], [-6.9875, 3.3836, 2.6836], [1.5639, -2.2844, 3.8422], [-2.5559, -3.7677, -7.8563], [-2.0151, 1.6253, 2.6349], [2.1851, 2.6621, -0.2923], [-3.7549, -2.5678, -7.3702], [0.5367, -2.1472, -5.6362], [-0.7265, 0.7562, 7.2331], [-3.6452, 1.0685, 4.7316], [-2.0280, -1.1672, 3.4374], [-0.2153, -0.6261, -5.4164], [1.8925, -3.2942, -3.3595], [0.6306, -2.8835, 2.3179], [4.0565, 0.4313, -2.7964], [2.4497, -1.9417, -4.3476], [1.1441, -0.3097, -3.1114], [3.0202, -0.3463, 3.2396], [-0.7178, 1.1645, 4.7693], [-2.4318, -1.9647, -5.2724], [5.3146, -2.5451, -2.1768], [-4.0111, 3.0581, 3.1463], [4.8741, 1.9635, -3.3016]],
  "forces_ev_per_a": [[2.2, -0.2, -1.0], [-0.7, 0.5, -0.1], [0.2, -0.2, 1.2], [-2.1, 1.4, 0.5], [0.4, 1.0, -0.5], [0.9, -1.9, -1.2], [-1.7, 0.5, 0.7], [-1.3, -1.2, -0.5], [-0.4, 0.5, 0.3], [0.4, 2.4, -1.1], [0.8, -1.1, -0.5], [0.3, -0.5, 1.1], [0.1, 1.1, 0.9], [-0.2, -0.4, 0.1], [1.6, 0.5, 0.5], [0.0, -0.1, -0.6], [0.9, -0.8, -0.7], [-0.9, -1.1, 0.7], [-0.2, -0.9, 2.4], [0.5, -0.4, 1.2], [0.7, 0.7, -0.8], [-1.0, 2.3, -0.4], [-1.2, 0.3, 0.0], [0.4, 2.7, -2.0], [1.3, -0.8, -0.4], [-0.9, -0.5, 1.1], [-0.6, -1.0, 1.1], [0.3, 0.0, -0.6], [-0.4, -1.2, 1.0], [-0.4, 0.3, -0.3], [1.0, -0.4, 0.3], [1.0, -1.1, -1.3], [0.2, -0.1, -1.3], [-0.5, -1.0, 0.7], [-1.4, -0.1, -2.2], [-1.5, 1.1, 0.5], [1.7, 0.6, 0.8], [1.5, 0.2, 0.2], [0.6, -0.5, 0.5], [0.5, 0.0, 0.5], [0.2, 0.3, 0.4], [0.5, 0.7, 0.3], [-0.2, -0.6, 0.0], [0.1, -0.7, 0.2], [0.8, -0.1, 1.0], [-1.2, -0.1, 0.8], [0.3, -0.4, -0.6], [0.2, -0.4, -0.7], [0.3, -0.3, -0.1], [0.4, -0.4, -0.6], [-0.4, 0.1, -0.2], [0.2, 0.1, -1.3], [-0.4, 0.6, 0.3], [0.4, -0.5, 0.4], [-0.8, 0.3, -0.5], [0.7, -0.2, -0.4], [0.2, 0.1, 0.1], [0.1, -0.1, -0.7], [-0.2, 0.2, -0.2], [-0.7, 0.1, -0.5], [0.1, -0.5, 0.0], [0.1, -0.4, -0.4], [-0.5, 0.1, 0.1], [-0.3, -0.4, -0.3], [-1.0, 0.2, 0.2], [-0.2, -0.1, 0.2], [-0.3, 0.1, 0.0], [0.5, -0.3, 0.4], [-0.1, 0.3, 0.0], [0.2, -0.1, 0.2], [-0.6, -0.2, 0.0], [-0.4, 0.3, -0.4], [0.5, -0.3, 0.6], [-0.6, 0.3, 0.9], [-0.3, 0.3, 0.2], [0.1, -0.4, -0.4], [0.3, 0.3, -0.6], [0.5, 0.2, 0.1], [-0.3, 0.3, 0.1], [-0.1, 0.1, 0.4], [-0.3, 0.9, 0.6], [0.4, -0.1, -0.1], [-0.4, 0.1, -0.2]]
}